No. 1
Below is C18H14BrF3MoN2O4 as an isolated structure, with properties calculated with ωB97M-V with the def2-TZVPD basis set.

The geometry in XYZ format:
```
43
Properties=species:S:1:pos:R:3:forces:R:3
Mo -0.82480 1.05930 -2.41234 -0.10 -0.66 -2.13
O 3.77508 0.87091 2.26076 0.85 -0.68 0.22
C 4.31056 1.24282 1.06133 -0.92 -0.45 0.05
C 5.40195 2.08775 0.99770 0.61 -0.11 0.88
C 5.93207 2.40576 -0.23837 -0.98 -0.60 -0.65
C 5.23200 1.91233 -1.37579 0.00 0.06 0.40
C 4.06586 1.16369 -1.36208 1.52 0.39 -1.59
C 3.61002 0.77989 -0.11382 -0.40 0.89 1.60
C 2.27016 0.38306 0.02645 -0.03 -0.24 2.13
O -0.72969 2.61369 -2.00563 0.48 1.71 1.03
N 1.58967 -0.01385 -0.99359 -1.10 -1.36 -0.76
N 0.22110 -0.35718 -1.10717 -0.16 0.70 0.46
C -0.39206 -0.93989 -0.08677 -1.26 0.33 -0.57
C -1.83038 -1.13494 -0.12476 0.87 -0.25 0.62
Br -2.67361 -0.50417 -1.74118 -0.49 -0.64 -0.02
C -2.82769 -1.61081 0.74226 0.42 0.67 -1.31
C -2.87279 -2.07505 2.05411 -0.67 -0.53 1.10
C -1.73947 -2.38712 2.78664 1.14 0.03 -0.11
C -1.74701 -2.75421 4.10703 0.91 -0.18 -0.22
C -2.95044 -2.83939 4.77631 -0.44 0.07 0.03
C -4.13007 -2.62495 4.06976 -0.92 0.31 0.38
C -4.10009 -2.25163 2.73324 -1.47 0.23 0.00
H 4.46751 0.48503 2.86025 -0.83 0.75 -0.67
H 5.81377 2.42208 1.96455 -0.06 -0.06 -0.71
H 6.82671 3.02687 -0.40008 -0.58 -0.36 0.30
H 5.63944 2.20732 -2.28783 0.45 0.33 -1.57
H 3.56334 0.88161 -2.34635 0.85 0.61 1.49
H 1.77742 0.41029 1.02676 0.40 0.15 -0.87
H 2.09746 -0.23608 -1.83567 -0.09 0.11 -0.34
H 0.24615 -1.18655 0.74877 -0.34 -0.42 0.38
H -3.79208 -1.52786 0.24384 -0.13 -0.11 0.42
H -0.82636 -2.34201 2.23093 0.68 -0.11 0.13
H -0.80643 -3.00099 4.59739 -0.27 0.14 -0.04
H -2.96193 -3.05084 5.83673 -0.12 -0.14 -0.02
H -5.10144 -2.67566 4.61091 0.85 -0.05 -0.63
H -5.08723 -2.04057 2.26643 0.96 -0.15 0.07
F -4.21076 0.60677 -4.53147 -0.86 -1.00 0.27
C -3.63109 1.79730 -4.56724 0.86 0.09 -1.62
F -3.58071 2.25883 -3.33737 0.07 0.54 1.51
F -4.31422 2.61638 -5.31883 -0.57 0.31 -0.10
C -2.23701 1.55140 -5.18430 -0.85 0.38 -0.22
O -2.07821 1.70652 -6.34778 0.66 -0.16 0.25
O -1.39470 1.06415 -4.28371 1.05 -0.58 0.44
```
Forces are in eV/Å.

The value obtained for the lowest unoccupied orbital energy (spin up / spin down) is -8.552 / -8.556 eV. For the energy relative to the best compared isomer or geometry (same formula, charge and spin), the calculation gives 38.6 kJ/mol. As for the largest force on an atom: 2.24 eV/Å. As for the net charge: +2. As for the spin multiplicity: 3. The total energy comes out at -110095.1007 eV. Its gap between HOMO and LUMO (spin up / spin down) is 6.2611 / 6.6612 eV.

No. 2
Below is C18H14BrF3N2O4PdSe as an isolated structure, with properties calculated with ωB97M-V with the def2-TZVPD basis set.

The geometry in XYZ format:
```
44
Properties=species:S:1:pos:R:3:forces:R:3
Pd -2.29192 -1.36584 -1.47093 -0.15 -0.11 0.06
O 1.24609 -2.05412 -3.73115 -0.07 0.00 0.04
C 2.22165 -1.77620 -2.86820 0.00 0.01 -0.04
C 3.47310 -1.38032 -3.35399 0.06 0.02 0.05
C 4.50850 -1.07968 -2.48269 -0.06 -0.03 -0.04
C 4.31439 -1.17101 -1.11095 0.00 0.00 0.06
C 3.07186 -1.57311 -0.62737 0.05 0.00 -0.08
C 2.02150 -1.88179 -1.47740 -0.04 -0.06 -0.03
C 0.68853 -2.42647 -0.95646 -0.16 -0.06 0.02
O -0.33342 -2.33256 -1.87287 0.34 0.17 -0.05
N 0.37654 -1.80258 0.34505 0.14 0.05 -0.26
N 0.22063 -0.46313 0.23685 -0.05 -0.23 0.03
C -0.49423 0.11262 1.11820 0.03 0.24 0.06
C -0.78922 1.53962 1.00879 -0.11 0.04 -0.06
Br -1.02880 2.17100 -0.77189 0.08 0.00 0.15
C -1.03465 2.38186 2.01967 -0.01 0.07 -0.07
C -0.84432 2.11617 3.45045 0.05 -0.09 0.14
C -1.59462 2.84475 4.38047 -0.03 0.01 -0.08
C -1.44159 2.65620 5.74334 0.00 0.00 0.06
C -0.52110 1.73411 6.22388 0.00 0.00 -0.06
C 0.24555 1.01471 5.31725 0.00 0.01 -0.02
C 0.09242 1.20430 3.95178 -0.01 0.01 -0.03
H 0.40245 -2.18033 -3.11377 0.01 0.00 -0.01
H 3.59806 -1.30278 -4.42753 0.00 0.00 0.00
H 5.46815 -0.76383 -2.87916 0.00 0.00 0.00
H 5.11462 -0.92462 -0.42220 0.00 0.00 0.00
H 2.90423 -1.64254 0.44101 -0.01 -0.01 0.00
H 0.86298 -3.48793 -0.69093 -0.01 0.00 0.09
H -0.44993 -2.25307 0.74851 -0.06 0.03 0.04
H -0.96951 -0.42644 1.93933 -0.01 -0.02 0.01
H -1.42219 3.36466 1.77776 0.02 0.01 0.00
H -2.31918 3.56260 4.01246 0.00 0.00 0.02
H -2.04698 3.22868 6.43648 0.00 0.00 -0.01
H -0.39878 1.58195 7.28910 -0.01 0.00 0.00
H 0.97753 0.30068 5.67480 0.00 -0.01 -0.01
H 0.71716 0.65373 3.26169 0.00 -0.01 0.00
Se -3.09102 -2.07322 0.65134 -0.05 -0.05 0.06
F -3.42828 2.15069 -4.62357 0.02 -0.04 -0.04
C -3.00952 0.99901 -5.21242 0.02 0.07 -0.01
F -3.75165 0.86235 -6.33087 -0.01 0.01 -0.01
F -1.74740 1.21927 -5.62418 0.01 0.00 0.01
C -3.14947 -0.20442 -4.22475 -0.06 -0.07 0.22
O -2.24672 -0.20175 -3.35381 0.04 0.03 -0.15
O -4.12143 -0.93122 -4.40109 0.03 0.00 -0.04
```
Forces are in eV/Å.

The value obtained for the lowest unoccupied orbital energy (spin up / spin down) is 4.234 / 4.232 eV. For the energy relative to the best compared isomer or geometry (same formula, charge and spin), the calculation gives 0.0 kJ/mol. As for the largest force on an atom: 0.39 eV/Å. As for the net charge: -2. As for the spin multiplicity: 3. The total energy comes out at -177085.1683 eV. Its gap between HOMO and LUMO (spin up / spin down) is 5.6170 / 5.5718 eV.

No. 3
Below is C18H14BrN6O5RuS as an isolated structure, with properties calculated with ωB97M-V with the def2-TZVPD basis set.

The geometry in XYZ format:
```
46
Properties=species:S:1:pos:R:3:forces:R:3
Ru -2.43995 -0.10858 -0.95419 -0.36 -0.09 -1.92
O -2.60848 -4.35185 -0.86095 -0.27 0.28 -0.23
C -1.36537 -4.47521 -0.36487 0.20 -0.05 0.12
C -1.09847 -5.62871 0.37503 0.00 0.16 -0.07
C 0.15224 -5.84502 0.91110 0.06 0.05 -0.02
C 1.16563 -4.91560 0.71500 -0.01 0.02 0.01
C 0.90527 -3.77500 -0.02275 0.03 -0.07 0.04
C -0.35349 -3.52434 -0.56528 -0.01 -0.02 -0.05
C -0.57604 -2.28286 -1.41419 0.18 0.03 -0.10
O -1.93170 -1.90101 -1.44561 -0.38 0.13 0.38
N 0.24509 -1.20043 -0.92043 0.48 -0.13 0.00
N -0.23025 0.03858 -1.29409 -0.98 -0.03 0.48
C 0.42979 1.05707 -0.85073 -0.20 -0.11 -0.27
C 0.17310 2.43444 -1.16782 -0.05 0.56 0.07
Br -1.25051 2.88125 -2.34241 0.40 -0.02 0.02
C 0.94201 3.43702 -0.68348 -0.43 -0.35 -0.22
C 2.16986 3.33391 0.10297 0.17 -0.04 0.10
C 2.35124 4.22818 1.15952 -0.01 -0.05 -0.01
C 3.49740 4.17909 1.93112 0.01 -0.03 0.00
C 4.49159 3.25587 1.64102 0.00 0.01 0.01
C 4.33982 2.39055 0.56882 0.05 -0.01 0.02
C 3.19019 2.42975 -0.19942 -0.05 0.05 -0.01
H -2.69404 -3.44901 -1.23446 -0.07 -0.25 0.07
H -1.90022 -6.33883 0.51030 -0.07 -0.04 0.00
H 0.33963 -6.74293 1.48144 0.02 -0.06 0.04
H 2.14944 -5.07843 1.12727 0.07 -0.02 0.02
H 1.70666 -3.07221 -0.19946 0.07 0.06 -0.01
H -0.29870 -2.48008 -2.46417 -0.05 0.05 0.17
H 0.49378 -1.24583 0.07051 -0.19 0.03 -0.15
H 1.27617 0.87602 -0.19572 0.13 -0.12 -0.13
H 0.61153 4.44778 -0.88883 -0.05 0.04 -0.07
H 1.57924 4.95162 1.38366 -0.05 0.04 0.00
H 3.61742 4.86455 2.75655 0.01 0.05 0.06
H 5.39171 3.22444 2.23789 0.04 -0.01 0.03
H 5.12513 1.69117 0.32006 0.04 -0.03 -0.01
H 3.10587 1.78698 -1.06433 -0.03 -0.04 -0.06
N -3.30136 1.59313 -0.38677 -0.11 -0.09 0.06
C -3.93699 2.56737 -0.19581 0.42 -0.37 0.31
N -4.52366 3.65314 -0.08062 0.21 -0.14 -1.04
C -5.21507 4.19855 0.87329 -0.22 0.21 0.59
N -5.83034 4.75500 1.67360 -0.20 0.15 0.25
O 0.26991 -0.43951 2.03929 -0.31 -0.20 0.15
S -1.16617 -0.74281 2.07846 0.56 0.51 -0.39
N -1.94434 -0.35471 0.87631 -0.46 -0.36 0.34
O -3.08410 0.17596 -2.84345 1.24 0.95 0.23
O -3.97047 -0.49844 -2.19336 0.16 -0.69 1.16
```
Forces are in eV/Å.

The value obtained for the lowest unoccupied orbital energy (spin up / spin down) is -3.619 / -3.229 eV. For the energy relative to the best compared isomer or geometry (same formula, charge and spin), the calculation gives 0.0 kJ/mol. As for the largest force on an atom: 1.95 eV/Å. As for the net charge: 0. As for the spin multiplicity: 2. The total energy comes out at -121522.0169 eV. Its gap between HOMO and LUMO (spin up / spin down) is 5.1460 / 5.5317 eV.

No. 4
Below is C18H14Cl3FeGeN2O6 as an isolated structure, with properties calculated with ωB97M-V with the def2-TZVPD basis set.

The geometry in XYZ format:
```
45
Properties=species:S:1:pos:R:3:forces:R:3
Fe 0.27095 -0.10622 0.04977 1.38 0.99 0.26
O -1.17531 -1.55589 0.25121 -0.55 -0.17 -0.16
C -2.42040 -1.28355 0.29786 0.25 -0.13 0.14
C -3.38135 -2.16390 -0.27724 -0.09 0.00 0.00
C -4.72019 -1.88596 -0.20367 0.01 0.04 0.03
C -5.20343 -0.73552 0.45607 -0.01 -0.05 -0.02
C -4.29440 0.11649 1.03495 -0.04 0.04 0.00
C -2.91628 -0.12990 0.96851 0.02 0.24 -0.05
C -2.00166 0.76966 1.61801 -0.47 -0.25 0.16
N -0.73375 0.63440 1.65562 0.19 0.54 -0.42
C 0.04976 1.65643 2.34421 0.03 -0.10 -0.02
C 0.83271 2.50133 1.31191 -0.18 0.04 -0.02
N 0.58141 1.93774 -0.00992 0.54 -0.68 0.50
C 0.96822 2.51144 -1.07941 -0.33 0.20 -0.42
C 0.55620 2.05152 -2.37949 0.26 -0.10 0.03
C 1.04190 2.69008 -3.52643 0.04 0.02 0.02
C 0.63421 2.31354 -4.78401 -0.04 -0.03 -0.01
C -0.28487 1.25571 -4.89696 0.04 0.03 0.01
C -0.78045 0.61030 -3.79169 -0.10 0.07 -0.06
C -0.37878 0.97860 -2.48271 -0.10 0.14 0.21
O -0.89785 0.39081 -1.45796 -0.09 -0.39 -0.16
H -2.99985 -3.04444 -0.77886 0.01 0.02 0.00
H -5.42568 -2.56908 -0.66644 -0.01 0.01 0.01
H -6.26536 -0.53170 0.50907 -0.01 -0.01 -0.01
H -4.63899 1.00128 1.56519 0.01 0.01 -0.02
H -2.44778 1.62747 2.13690 -0.06 -0.11 0.15
H 0.75572 1.15483 2.99997 0.01 -0.05 0.01
H -0.60992 2.28832 2.94881 -0.04 0.03 -0.01
H 1.89803 2.49942 1.54481 0.04 -0.07 -0.01
H 0.47392 3.53464 1.34121 -0.01 0.03 -0.08
H 1.59779 3.40500 -1.02419 -0.19 0.15 -0.01
H 1.76518 3.49104 -3.40187 0.00 -0.02 0.00
H 1.02539 2.80483 -5.66586 0.00 -0.02 0.00
H -0.59811 0.92796 -5.88317 0.00 0.00 0.01
H -1.46762 -0.22180 -3.88068 0.02 0.01 0.02
O 3.85825 0.95172 1.08844 0.12 0.04 0.01
C 2.90867 0.38834 0.57693 -0.29 -0.14 0.13
O 1.86548 -0.03914 1.22749 -0.15 0.12 -0.06
C 2.78583 0.18380 -0.96073 -0.27 -0.33 -0.04
O 3.63740 0.57709 -1.72757 0.14 0.05 -0.07
O 1.67234 -0.40860 -1.30053 -0.10 0.50 0.07
Cl 0.44318 -3.54470 -1.88905 -0.01 -0.09 -0.08
Ge 1.13842 -2.64985 0.08924 0.07 -0.80 -0.06
Cl 0.43418 -4.45630 1.41867 0.04 0.13 0.00
Cl 3.34906 -3.30074 -0.06895 -0.06 0.08 0.04
```
Forces are in eV/Å.

The value obtained for the lowest unoccupied orbital energy (spin up / spin down) is 4.634 / 4.621 eV. For the energy relative to the best compared isomer or geometry (same formula, charge and spin), the calculation gives 122.4 kJ/mol. As for the largest force on an atom: 1.72 eV/Å. As for the net charge: -2. As for the spin multiplicity: 2. The total energy comes out at -162634.9948 eV. Its gap between HOMO and LUMO (spin up / spin down) is 6.2328 / 6.5030 eV.

No. 5
Below is C18H14ClF5N9O6PbS as an isolated structure, with properties calculated with ωB97M-V with the def2-TZVPD basis set.

The geometry in XYZ format:
```
55
Properties=species:S:1:pos:R:3:forces:R:3
Pb -0.71639 -0.10492 0.96584 0.40 -0.15 0.08
N -1.85268 3.66799 4.02509 -0.08 0.04 -0.01
C -0.89901 2.83707 3.58363 0.04 -0.08 -0.05
N -1.24850 2.37157 2.40345 -0.06 0.02 0.15
C -2.45377 2.94894 2.18195 -0.09 0.01 -0.14
N -2.86799 3.75241 3.13881 0.07 0.02 0.08
C -3.25267 2.65152 0.98178 0.02 0.03 0.11
C -4.36963 3.41318 0.64888 -0.06 0.01 -0.05
N -5.12267 3.13198 -0.40550 0.03 -0.01 0.01
C -4.75617 2.07385 -1.12456 -0.02 0.01 0.00
C -3.64184 1.31579 -0.80401 0.02 -0.07 -0.04
N -2.88242 1.60818 0.24501 0.03 0.07 -0.01
H -1.90252 4.15991 4.90049 0.01 -0.01 -0.04
H -0.00383 2.57168 4.13021 0.03 -0.02 0.00
H -4.64653 4.26323 1.25862 -0.01 0.01 0.01
H -5.36815 1.81736 -1.98027 0.00 0.00 -0.01
H -3.35604 0.44961 -1.38802 -0.01 0.02 0.01
N 6.63188 -0.59206 -1.31145 0.08 -0.03 0.00
C 5.34978 -1.13597 -1.18473 -0.01 0.02 -0.01
C 4.63699 -0.98336 0.00473 -0.02 -0.01 0.03
C 3.38750 -1.55438 0.14958 0.00 -0.07 -0.05
C 2.83666 -2.28339 -0.90051 0.15 0.13 0.01
C 3.53375 -2.43903 -2.08821 -0.01 -0.01 0.05
C 4.79130 -1.87550 -2.22573 0.00 0.01 -0.01
S 1.21627 -2.94334 -0.71165 0.01 -0.10 0.17
O 1.09053 -3.37304 0.65652 -0.01 -0.07 -0.09
O 0.99906 -3.88186 -1.77920 -0.04 -0.06 0.06
N 0.24828 -1.65300 -0.81148 -0.21 0.19 0.00
C 0.13000 -0.90315 -1.91308 -0.04 -0.07 0.04
N -0.64241 0.20089 -1.71191 -0.22 -0.04 -0.09
C -0.86168 0.99693 -2.74303 0.07 0.10 0.02
C -0.32718 0.75729 -3.99546 0.03 -0.04 0.02
C 0.48282 -0.36965 -4.09065 -0.01 0.03 -0.03
N 0.72386 -1.19322 -3.08926 0.04 0.07 0.00
H 6.82082 0.18174 -0.69501 -0.02 0.01 -0.01
H 6.91536 -0.39927 -2.25853 -0.01 0.01 0.01
H 5.06501 -0.41710 0.82349 0.00 0.01 0.01
H 2.84238 -1.43590 1.07767 0.01 0.02 -0.01
H 3.07868 -3.00071 -2.89153 -0.01 0.00 -0.01
H 5.34751 -2.00429 -3.14746 0.00 0.00 -0.01
H -1.47741 1.87201 -2.55157 -0.01 -0.01 -0.01
H -0.51147 1.41086 -4.83398 0.00 0.00 -0.02
H 0.96642 -0.61807 -5.03163 0.00 0.00 -0.01
O 2.31841 -0.97047 4.41012 -0.09 0.13 -0.07
Cl 1.52793 0.07430 3.83358 -0.03 0.03 -0.10
O 1.53246 1.23889 4.70168 -0.02 -0.10 -0.08
O 2.04689 0.44846 2.52913 -0.06 -0.07 0.22
O 0.14657 -0.37639 3.66387 0.15 0.07 0.00
F -3.87407 -0.76566 1.43312 0.01 0.00 0.03
C -2.70830 -1.52660 1.35673 -0.01 0.05 -0.23
F -2.64022 -2.19799 2.54931 0.04 -0.03 -0.01
C -2.99942 -2.56763 0.27828 0.04 0.00 0.02
F -2.03655 -3.48283 0.21475 -0.07 0.04 0.00
F -3.07949 -1.95058 -0.92718 0.02 -0.03 0.02
F -4.16810 -3.21627 0.44928 -0.05 -0.03 0.03
```
Forces are in eV/Å.

The value obtained for the lowest unoccupied orbital energy is 1.842 eV. For the energy relative to the best compared isomer or geometry (same formula, charge and spin), the calculation gives 22.3 kJ/mol. As for the largest force on an atom: 0.44 eV/Å. As for the net charge: -1. The total energy comes out at -86778.0097 eV. Its gap between HOMO and LUMO is 7.4938 eV.